Here is C15H14NO4PbSSe as an isolated structure at a distorted geometry from OMol25. Energies are from ωB97M-V/def2-TZVPD.

Each line ends with the Löwdin charge.
CARTESIAN COORDINATES (ANGSTROEM)
Pb: 11.06457 14.62352 5.36825  1.03
O: 17.94481 16.63846 3.54379  -0.03
C: 17.65570 15.55244 4.04601  -0.70
O: 18.36671 14.57976 4.38231  -0.06
C: 16.11693 15.44800 4.39591  -0.09
C: 15.75496 14.69846 5.48335  -0.01
C: 14.42152 14.55221 5.80721  -0.13
N: 13.45091 15.13622 5.12731  -0.06
C: 13.75405 15.82438 4.04428  -0.21
C: 15.07837 16.03861 3.68683  0.06
C: 12.51555 16.41552 3.33753  -0.61
O: 12.64469 17.00248 2.30486  0.09
O: 11.40809 16.35506 4.04278  -0.31
H: 16.46188 14.13357 6.02728  0.11
H: 14.11309 13.91158 6.58174  0.10
H: 15.25743 16.63388 2.77744  0.14
C: 6.77672 14.48122 4.98867  -0.40
S: 8.12560 15.36185 4.19929  0.65
C: 7.61199 17.06844 4.38966  -0.42
H: 6.46739 15.05921 5.88278  0.05
H: 7.15498 13.54956 5.31751  0.01
H: 5.98185 14.23143 4.29807  0.03
H: 6.66156 17.24386 3.86006  0.04
H: 8.40200 17.71086 3.88571  0.06
H: 7.48304 17.30279 5.46127  0.04
Se: 10.43631 12.41326 3.75098  0.46
C: 12.25923 11.88215 3.84632  -0.75
C: 13.23483 12.67772 3.17464  -0.15
C: 14.59571 12.38092 3.25052  -0.08
C: 14.98977 11.20974 3.90043  -0.09
C: 14.02704 10.43599 4.53955  -0.10
C: 12.68064 10.83358 4.63475  -0.16
H: 12.89278 13.60805 2.70440  0.09
H: 15.27473 13.15068 2.81148  0.12
H: 16.01038 10.93426 3.95203  0.09
H: 14.31177 9.52389 5.08423  0.10
H: 11.95312 10.27467 5.21598  0.09

Forces on atoms 1 to 2 (eV/Å):
Pb -0.167 0.093 0.324
O 0.243 0.500 -0.467

Relative energy (zero: lowest compared OMol25 entry of this formula, charge and spin)   0.00 kcal/mol
Electronic energy   -3928.30855 hartree
Spin multiplicity   1
Total charge   -1
Strongest force on any atom   1.65 eV Å⁻¹
HOMO level   -5.31 eV
Kohn-Sham gap   7.2509 eV

---

Here is one molecule with the formula C5H8N2O at a distorted geometry from OMol25. Energies are from ωB97M-V/def2-TZVPD.

Each line ends with the Löwdin charge.
CARTESIAN COORDINATES (ANGSTROEM)
C: -0.69190 -0.92738 1.27809  -0.01
C: -0.68339 -0.33234 -0.11539  -0.55
C: -1.83758 0.40468 -0.58737  0.06
C: -0.41096 1.02989 -0.40861  -0.24
N: 0.52009 1.26253 0.59956  -0.05
N: 1.62062 0.53642 0.20339  0.04
C: 1.43660 -0.62766 -0.42163  -0.19
O: 0.25317 -1.23686 -0.72960  -0.01
H: -1.52310 -0.36275 1.90208  0.12
H: 0.31830 -0.91214 1.64336  0.06
H: -1.05419 -2.03599 1.14765  0.13
H: -2.16386 0.44261 -1.59714  0.10
H: -2.58030 0.62597 0.20848  0.12
H: -0.09098 1.12887 -1.43600  0.15
H: 0.83242 2.20463 0.77959  0.13
H: 2.37470 -1.07207 -0.90235  0.15

Forces on atoms 1 to 2 (eV/Å):
C -3.726 -0.133 0.527
C -0.501 -4.712 0.002

Relative energy (zero: lowest compared OMol25 entry of this formula, charge and spin)   122.86 kcal/mol
Electronic energy   -379.89238 hartree
Spin multiplicity   1
SMILES string   C[C@@]12C[C@H]1NN=CO2
Strongest force on any atom   4.74 eV Å⁻¹
HOMO level   -8.43 eV
Kohn-Sham gap   9.3585 eV

---

Here is C20H30BeCl5O3PS as an isolated structure at a distorted geometry from OMol25. Energies are from ωB97M-V/def2-TZVPD.

Each line ends with the Löwdin charge.
CARTESIAN COORDINATES (ANGSTROEM)
Be: -0.83490 -0.38836 0.25938  0.10
Cl: 0.11355 0.87212 3.07626  0.70
C: -0.89285 -0.55914 3.04142  -0.67
C: -1.23551 -1.14634 1.81550  -0.23
C: -2.00902 -2.30326 1.90882  -0.66
Cl: -2.43870 -3.14528 0.43581  0.68
C: -2.44288 -2.84398 3.11790  -0.71
Cl: -3.39486 -4.28135 3.15346  0.67
C: -2.09634 -2.20990 4.30799  -0.70
Cl: -2.62225 -2.85093 5.81688  0.68
C: -1.31279 -1.05913 4.27192  -0.70
Cl: -0.87880 -0.27082 5.74039  0.68
O: -1.75193 1.11525 -2.47257  0.00
C: -1.90760 -0.07392 -2.19639  -0.44
O: -1.55369 -0.65632 -1.08972  -0.20
H: -2.38827 -0.75116 -2.90486  0.14
C: 2.68831 -1.48385 1.80084  -0.11
C: 2.73162 -0.30283 0.81792  -0.53
C: 4.14933 -0.03043 0.30651  -0.10
P: 1.36727 -0.51464 -0.40309  1.12
C: 1.55667 0.76608 -1.71819  -0.51
C: 2.70056 0.63876 -2.72601  -0.10
C: 1.56142 2.13991 -1.02921  -0.10
C: 1.61220 -2.20175 -1.14127  -0.50
C: 3.04569 -2.58152 -1.51912  -0.10
C: 0.66157 -2.44282 -2.32338  -0.10
H: 3.24023 -1.23193 2.71161  0.09
H: 3.14561 -2.37969 1.36763  0.07
H: 1.66531 -1.73574 2.09506  0.06
H: 2.42102 0.57842 1.36381  0.06
H: 4.53880 -0.82300 -0.33470  0.06
H: 4.81695 0.05404 1.17204  0.09
H: 4.21102 0.91217 -0.24084  0.06
H: 0.61847 0.68642 -2.26629  0.08
H: 3.67892 0.56000 -2.24929  0.06
H: 2.71205 1.53011 -3.36255  0.09
H: 2.56854 -0.22412 -3.38010  0.06
H: 2.53090 2.34947 -0.56389  0.07
H: 0.79784 2.20704 -0.24778  0.05
H: 1.36165 2.92831 -1.76154  0.09
H: 1.29561 -2.86252 -0.33089  0.11
H: 3.48421 -1.88515 -2.23525  0.07
H: 3.03294 -3.57148 -1.98461  0.08
H: 3.70266 -2.64042 -0.65147  0.05
H: 0.86924 -1.75853 -3.15531  0.08
H: -0.38204 -2.33078 -2.03500  0.05
H: 0.80089 -3.46403 -2.69124  0.08
O: -2.53395 2.04713 2.13337  -0.52
S: -2.23014 1.77601 0.69723  0.90
C: -3.86911 1.56735 -0.09043  -0.26
C: -4.18929 2.86231 -0.84698  -0.21
C: -3.35591 3.96662 -0.19283  -0.23
C: -1.95435 3.37542 -0.10037  -0.31
H: -4.50829 1.39934 0.77520  0.10
H: -3.87520 0.68235 -0.71894  0.08
H: -5.25669 3.08009 -0.81867  0.11
H: -3.88846 2.75226 -1.88862  0.11
H: -3.72346 4.17531 0.81312  0.11
H: -3.37299 4.89556 -0.76255  0.12
H: -1.24639 3.92717 0.52141  0.10
H: -1.53436 3.16007 -1.08754  0.08

Forces on atoms 1 to 2 (eV/Å):
Be 0.272 -0.205 -0.073
Cl 0.051 -0.266 -0.328

Electronic energy   -4061.16087 hartree
Spin multiplicity   1
Strongest force on any atom   1.19 eV Å⁻¹
HOMO level   -8.73 eV
Kohn-Sham gap   9.2446 eV

---

Here is a 2-piece molecular cluster, C4H12NO3 overall at a distorted geometry from OMol25. Energies are from ωB97M-V/def2-TZVPD.

Each line ends with the Löwdin charge.
CARTESIAN COORDINATES (ANGSTROEM)
C: 0.25444 -0.71601 -1.68965  -0.22
O: 1.49103 -0.08612 -1.90366  -0.05
C: -0.33471 0.10334 -0.62126  -0.30
C: -1.38626 -0.69600 0.10641  -0.12
C: -2.75000 -0.07656 0.09342  -0.25
O: -3.07903 0.98022 -0.40662  0.06
N: 0.82788 0.40297 0.30914  0.15
H: 0.45746 -1.79329 -1.40406  0.16
H: -0.50327 -0.63646 -2.52966  0.17
H: 2.09401 -0.75027 -2.23389  0.11
H: -0.90472 1.03686 -1.00760  0.19
H: -1.18907 -0.93903 1.22377  0.16
H: -1.59113 -1.72456 -0.40864  0.17
H: -3.63344 -0.65461 0.51352  0.15
H: 0.99400 1.41787 0.44374  0.16
H: 0.72302 0.18465 1.39146  0.17
H: 1.81736 0.11994 -0.07626  0.20
H: 2.93936 1.01431 2.65712  0.10
H: 1.82532 1.86801 2.86393  0.05
O: 1.94772 0.94472 2.67880  -0.05

Forces on atoms 1 to 2 (eV/Å):
C -0.289 -0.873 -1.334
O 0.749 -0.219 -1.416

Relative energy (zero: lowest compared OMol25 entry of this formula, charge and spin)   58.55 kcal/mol
Electronic energy   -439.78124 hartree
Spin multiplicity   1
Total charge   +1
Strongest force on any atom   3.44 eV Å⁻¹
HOMO level   -13.60 eV
Kohn-Sham gap   10.1959 eV